# 1
This record from OMol25 describes the molecule C5H10O2S at a distorted geometry. The level of theory is wB97M-V/def2-TZVPD.

```
18
Properties=species:S:1:pos:R:3:lowdin_charge:R:1
C -0.254 2.632 2.172 -0.420
S -0.751 0.865 2.285 0.780
C 0.398 -0.022 1.136 -0.490
C -0.306 -0.397 -0.153 -0.268
C 0.687 -1.077 -1.115 -0.122
C 0.077 -1.481 -2.375 -0.528
O 0.152 -1.005 -3.493 0.092
O -0.737 -2.556 -2.236 0.088
H -1.067 3.307 2.408 0.021
H 0.521 2.858 2.909 0.024
H 0.105 3.005 1.204 0.040
H 0.563 -0.977 1.639 0.074
H 1.199 0.711 1.023 0.077
H -1.037 -1.185 0.105 0.118
H -0.833 0.447 -0.605 0.119
H 1.047 -1.964 -0.579 0.136
H 1.516 -0.392 -1.321 0.135
H -1.279 -2.768 -3.003 0.124
```

**Net charge**: 0
**LUMO level**: 0.75 eV
**Energy relative to the best compared isomer or geometry (same formula, charge and spin)**: 7.1 kcal/mol
**E**: -745.1802 Ha
**E_HOMO**: -8.7047 eV

---

# 2
This record from OMol25 describes a cluster of 2 separate species, C7H6Si in total at a distorted geometry. The level of theory is wB97M-V/def2-TZVPD.

```
14
Properties=species:S:1:pos:R:3:lowdin_charge:R:1
C 2.595 -1.150 -1.494 0.079
C -2.035 0.735 -2.513 0.081
C 0.854 2.796 2.649 -0.225
C 1.503 -0.851 -1.080 -0.201
C -1.262 0.282 -1.707 -0.192
C 0.706 1.910 1.853 -0.219
C -0.901 -1.487 0.906 -0.201
Si -0.141 -0.386 -0.422 0.751
H 3.546 -1.415 -1.860 0.031
H -2.690 1.137 -3.229 0.031
H 0.995 3.566 3.362 -0.043
H -1.288 -2.407 0.469 0.036
H -0.160 -1.750 1.656 0.037
H -1.720 -0.981 1.410 0.037
```

**Net charge**: 0
**LUMO level (spin up / spin down)**: -1.85 / -1.85 eV
**Energy relative to the best compared isomer or geometry (same formula, charge and spin)**: 80.8 kcal/mol
**E**: -559.5102 Ha
**E_HOMO (spin up / spin down)**: -8.4120 / -8.4124 eV

---

# 3
This record from OMol25 describes a structure of composition C16H12N4O5S3W at a distorted geometry. The level of theory is wB97M-V/def2-TZVPD.

```
41
Properties=species:S:1:pos:R:3:lowdin_spin:R:1
W 0.099 -0.543 -0.106 1.158
C 0.695 0.000 2.122 0.088
C -0.228 0.989 1.687 0.005
C -1.477 0.563 1.255 0.013
C -1.736 -0.834 1.257 0.078
C -1.069 -1.624 2.263 0.148
C 0.156 -1.207 2.692 0.131
H 1.676 0.326 2.430 0.002
H 0.031 2.037 1.694 0.001
H -2.232 1.267 0.946 0.000
H -2.703 -1.161 0.907 0.003
H -1.555 -2.513 2.642 0.007
H 0.735 -1.748 3.428 0.006
S 1.367 1.436 -0.845 0.135
C 1.858 0.555 -2.259 0.002
S 1.022 -0.965 -2.391 -0.023
C 2.780 0.998 -3.138 0.029
C 3.444 2.258 -2.933 0.003
N 3.977 3.264 -2.768 0.010
C 3.119 0.208 -4.289 0.002
N 3.390 -0.447 -5.196 0.014
O 1.564 -1.868 0.281 0.012
N 0.933 -2.908 -0.058 0.120
O -0.230 -2.530 -0.393 0.016
N -1.566 0.092 -1.616 0.016
C -2.643 0.968 -1.199 0.003
C -2.396 2.326 -1.109 0.003
C -3.331 3.135 -0.477 0.000
C -4.487 2.573 0.060 0.006
C -4.756 1.218 -0.120 0.001
C -3.831 0.409 -0.761 0.003
S -5.574 3.541 1.113 0.000
O -6.904 3.141 0.700 0.001
O -5.180 3.064 2.432 0.001
O -5.209 4.914 0.826 0.000
H -1.934 -0.780 -1.987 0.002
H -1.029 0.507 -2.370 0.002
H -1.457 2.735 -1.473 0.002
H -3.170 4.200 -0.351 0.000
H -5.682 0.814 0.274 0.000
H -4.012 -0.657 -0.883 0.000
```

**Net charge**: 0
**Multiplicity**: 3
**LUMO level (spin up / spin down)**: -2.69 / -4.52 eV
**Energy relative to the best compared isomer or geometry (same formula, charge and spin)**: 0.0 kcal/mol
**E**: -2473.5951 Ha
**E_HOMO (spin up / spin down)**: -8.2217 / -8.2204 eV

---

# 4
This record from OMol25 describes a structure of composition C21H32EuF6NO3P2 at a distorted geometry. The level of theory is wB97M-V/def2-TZVPD.

```
66
Properties=species:S:1:pos:R:3:lowdin_spin:R:1
C -0.493 3.786 -2.292 0.000
C -0.594 2.440 -1.925 0.004
N 0.256 1.909 -1.020 0.002
C 1.171 2.713 -0.440 0.008
C 1.258 4.081 -0.697 0.002
C 0.425 4.625 -1.660 0.004
C -1.566 1.532 -2.630 0.003
P -2.133 0.058 -1.697 0.002
Eu -0.030 -0.512 0.094 5.123
P 2.855 0.464 0.302 0.321
C 2.111 2.111 0.580 0.065
C 0.230 -2.934 -0.191 -0.010
C -0.831 -3.554 0.437 0.000
C -0.735 -4.946 0.703 0.000
C 0.390 -5.656 0.290 0.001
C 1.429 -5.001 -0.381 0.001
C 1.347 -3.607 -0.629 0.011
O -0.152 0.434 -4.688 0.004
O 0.617 -1.248 -2.895 0.064
H -1.166 4.173 -3.047 0.000
H 2.009 4.686 -0.173 0.002
H 0.464 5.688 -1.893 0.000
C -3.461 0.729 -0.643 0.000
C -3.014 -0.944 -2.924 0.000
H 2.999 2.760 0.656 0.017
H 1.639 2.123 1.582 0.001
H -1.066 1.153 -3.612 0.000
H -2.462 2.113 -2.909 0.000
C 3.311 0.031 2.004 0.083
C 4.425 0.783 -0.490 0.009
H -1.736 -3.008 0.736 0.001
H -1.545 -5.472 1.214 0.000
H 0.457 -6.732 0.473 0.000
H 2.294 -5.574 -0.720 0.000
H 2.173 -3.112 -1.148 0.011
H 1.239 -1.000 -2.156 0.056
H 0.995 -2.094 -3.228 0.004
H 0.235 -0.274 -4.049 0.002
H 0.587 1.017 -4.906 0.001
H 2.269 -0.497 -0.672 0.180
H -4.299 1.051 -1.276 0.000
H -3.803 -0.040 0.067 0.000
H -3.089 1.576 -0.052 0.000
H -3.792 -0.368 -3.440 0.000
H -2.284 -1.329 -3.651 0.001
H -3.469 -1.802 -2.408 0.000
H 5.045 1.317 0.245 0.001
H 4.888 -0.182 -0.748 0.006
H 4.260 1.391 -1.390 0.005
H 4.140 0.711 2.249 0.021
H 2.486 0.210 2.710 0.000
H 3.649 -1.011 2.062 0.002
C -0.561 1.502 3.949 0.000
C -1.273 0.397 3.187 0.000
O -0.920 0.338 1.863 -0.008
C -0.932 -0.994 3.849 0.000
F -1.046 -0.989 5.202 0.000
F -1.682 -2.019 3.365 0.000
F 0.380 -1.310 3.549 0.000
C -2.829 0.665 3.240 0.000
F -3.310 0.725 4.514 0.000
F -3.103 1.863 2.641 0.000
F -3.537 -0.280 2.566 0.000
H 0.517 1.308 3.941 0.000
H -0.917 1.579 4.983 0.000
H -0.723 2.451 3.426 0.000
```

**Net charge**: 0
**Multiplicity**: 7
**LUMO level (spin up / spin down)**: 0.09 / -0.09 eV
**Energy relative to the best compared isomer or geometry (same formula, charge and spin)**: 91.4 kcal/mol
**E**: -3091.9334 Ha
**E_HOMO (spin up / spin down)**: -5.1400 / -4.5506 eV

---

net charge of number 4 (C21H32EuF6NO3P2)? 0

---

Which formula does entry 4 have? C21H32EuF6NO3P2

---

Look up the E of the first one. -745.1802 Ha